<a>
Here is 9 unconnected molecules or ions with the total composition C51H127N9O from the OMol25 dataset. Energies are from ωB97M-V with the def2-TZVPD basis set.

Atoms and positions in Å:
C: 7.5154 12.3025 -25.0794
C: 6.5686 12.1165 -23.9183
N: 7.0261 12.8402 -22.7311
C: 6.2914 12.4204 -21.5379
C: 6.6931 11.0215 -21.0704
C: 6.9328 14.3067 -22.8627
C: 5.5535 14.8814 -23.1764
H: 7.2790 11.6462 -25.9156
H: 8.5307 12.1125 -24.7279
H: 7.4998 13.3313 -25.4448
H: 5.5320 12.3838 -24.1806
H: 6.5261 11.0653 -23.6275
H: 6.5597 13.1066 -20.7344
H: 5.2066 12.4487 -21.7056
H: 6.3000 10.2106 -21.6867
H: 7.7789 10.8992 -21.0580
H: 6.3225 10.8564 -20.0545
H: 7.6297 14.6326 -23.6361
H: 7.2509 14.7049 -21.8983
H: 5.0777 14.4481 -24.0556
H: 5.6400 15.9625 -23.3127
H: 4.8487 14.7617 -22.3464
C: 10.4775 12.6013 -20.6770
C: 10.5962 12.8704 -22.1706
N: 11.9157 12.7022 -22.7306
C: 12.9420 13.5178 -22.0820
C: 12.8066 15.0236 -22.2196
C: 11.9028 12.8306 -24.1785
C: 13.1501 12.2620 -24.8140
H: 10.8635 13.4107 -20.0546
H: 10.9869 11.6610 -20.4399
H: 9.4286 12.4441 -20.4263
H: 9.9233 12.1553 -22.6555
H: 10.1223 13.8505 -22.3791
H: 12.8788 13.2834 -21.0150
H: 13.9299 13.1633 -22.3766
H: 13.6045 15.5306 -21.6780
H: 12.8552 15.3715 -23.2567
H: 11.8291 15.3687 -21.8754
H: 11.7522 13.8773 -24.4827
H: 11.0425 12.2571 -24.5351
H: 13.0424 12.2269 -25.8999
H: 13.3789 11.2695 -24.4313
H: 14.0144 12.9093 -24.6378
C: 11.6786 11.7106 -14.0270
C: 12.4006 12.0188 -15.3436
N: 12.2370 10.9667 -16.3363
C: 12.9478 9.7348 -15.9906
C: 12.7102 8.6063 -16.9657
C: 12.3912 11.4313 -17.7074
C: 13.7262 12.0960 -18.0349
H: 11.9936 10.7585 -13.5914
H: 10.6046 11.6559 -14.2003
H: 11.9254 12.4639 -13.2791
H: 11.9233 12.9236 -15.7275
H: 13.4655 12.2126 -15.1471
H: 14.0279 9.9193 -15.8580
H: 12.5398 9.4126 -15.0327
H: 11.6481 8.3606 -17.0136
H: 13.0433 8.7986 -17.9875
H: 13.2693 7.7248 -16.6490
H: 11.6124 12.1878 -17.8717
H: 12.1616 10.6285 -18.4063
H: 13.9282 12.9342 -17.3735
H: 13.7556 12.4026 -19.0810
H: 14.5484 11.3763 -17.9372
C: 12.3195 6.9857 -12.7644
C: 12.4940 5.7939 -13.7023
N: 11.3037 4.9724 -13.8548
C: 10.9534 4.3333 -12.5944
C: 9.7064 3.4600 -12.6505
C: 11.4242 4.0545 -14.9841
C: 12.3836 2.8753 -14.7757
H: 13.1944 7.6330 -12.8461
H: 12.2126 6.6900 -11.7216
H: 11.4427 7.5666 -13.0490
H: 12.7768 6.1831 -14.6840
H: 13.3629 5.1953 -13.3690
H: 10.7755 5.1136 -11.8527
H: 11.8043 3.7477 -12.1929
H: 9.6409 2.8877 -11.7250
H: 9.6935 2.7761 -13.4952
H: 8.8155 4.0890 -12.7124
H: 10.4265 3.6705 -15.2106
H: 11.7285 4.6342 -15.8561
H: 12.3746 2.2523 -15.6695
H: 13.3953 3.2361 -14.5833
H: 12.1024 2.2692 -13.9150
C: 10.7663 3.6463 -19.5002
C: 10.6417 5.1536 -19.6389
N: 9.4098 5.6938 -19.0599
C: 8.9978 6.9626 -19.6003
C: 9.7706 8.2075 -19.1701
C: 9.2969 5.4655 -17.6359
C: 7.9287 5.8116 -17.0704
H: 11.5358 3.2859 -20.1869
H: 9.8430 3.1263 -19.7575
H: 11.0564 3.3393 -18.4938
H: 11.5183 5.6510 -19.1854
H: 10.6216 5.4039 -20.7012
H: 9.0980 6.9013 -20.6903
H: 7.9212 7.0957 -19.4568
H: 9.7245 8.3752 -18.0950
H: 10.8138 8.1076 -19.4849
H: 9.3817 9.0867 -19.6907
H: 10.0788 5.9830 -17.0470
H: 9.4335 4.3916 -17.4981
H: 7.9158 5.4321 -16.0452
H: 7.1609 5.1922 -17.5394
H: 7.7177 6.8773 -17.1013
C: 3.6427 6.2127 -10.4156
C: 4.3508 7.2866 -11.2278
N: 4.6131 6.8677 -12.5911
C: 4.6579 7.9879 -13.5302
C: 5.9000 8.8754 -13.4430
C: 5.7848 6.0206 -12.6990
C: 5.8925 5.3784 -14.0743
H: 3.3639 6.6071 -9.4351
H: 4.2560 5.3268 -10.2533
H: 2.7266 5.9123 -10.9257
H: 3.7613 8.2033 -11.2071
H: 5.3006 7.5512 -10.7226
H: 4.5467 7.6068 -14.5479
H: 3.7761 8.6218 -13.4097
H: 6.1127 9.2161 -12.4287
H: 6.7930 8.3745 -13.8134
H: 5.7461 9.7267 -14.1088
H: 5.7456 5.2238 -11.9543
H: 6.7017 6.5983 -12.4808
H: 4.9588 4.8438 -14.2779
H: 6.6786 4.6211 -14.0862
H: 6.0321 6.0726 -14.8983
C: 2.8051 16.0035 -20.3407
C: 2.4137 14.5511 -20.2187
N: 3.5088 13.6884 -19.8040
C: 3.1863 12.2780 -20.0021
C: 2.1150 11.6637 -19.0892
C: 3.9209 13.9875 -18.4263
C: 5.0326 13.0880 -17.9405
H: 1.9733 16.5848 -20.7542
H: 3.6555 16.1789 -20.9995
H: 3.0000 16.4679 -19.3723
H: 1.5192 14.4638 -19.5760
H: 2.0823 14.1768 -21.1944
H: 2.7981 12.1863 -21.0224
H: 4.1000 11.6848 -19.9747
H: 1.9547 10.6373 -19.4251
H: 2.4172 11.5908 -18.0424
H: 1.1866 12.2303 -19.1348
H: 3.0490 13.9496 -17.7504
H: 4.2963 15.0124 -18.4016
H: 5.8708 13.1202 -18.6436
H: 4.7245 12.0438 -17.8865
H: 5.4268 13.3770 -16.9669
C: 8.0659 12.7226 -12.8251
C: 7.8851 13.2515 -14.2375
N: 7.7636 14.6826 -14.2850
C: 6.6804 15.2481 -13.5147
C: 5.2798 14.7867 -13.9350
C: 7.9942 15.2519 -15.6007
C: 9.4728 15.2930 -15.9697
H: 8.8084 13.3224 -12.2934
H: 8.3888 11.6807 -12.8390
H: 7.1343 12.7590 -12.2567
H: 8.7517 12.9509 -14.8289
H: 6.9869 12.7711 -14.6661
H: 6.7342 16.3351 -13.6418
H: 6.8846 15.1042 -12.4517
H: 5.2217 14.7346 -15.0239
H: 4.4933 15.4350 -13.5529
H: 5.0860 13.7715 -13.5751
H: 7.4783 14.6606 -16.3828
H: 7.5419 16.2437 -15.6338
H: 10.0830 15.6645 -15.1489
H: 9.8018 14.2930 -16.2607
H: 9.6293 15.9366 -16.8392
C: 8.5700 11.6172 -17.8507
C: 8.2945 10.6800 -16.6990
O: 7.1386 10.4616 -16.3476
N: 9.3538 10.0521 -16.1601
C: 9.1855 9.1258 -15.0668
H: 8.6571 12.6378 -17.4688
H: 7.7652 11.5688 -18.5775
H: 9.4914 11.3553 -18.3737
H: 10.3084 10.2947 -16.4232
H: 8.4307 8.3694 -15.2756
H: 8.8521 9.6822 -14.1822
H: 10.1238 8.6390 -14.8187

Orbital gap, eV: 8.589
E_LUMO, eV: 0.65
Structure (SMILES): CCN(CC)CC.CCN(CC)CC.CCN(CC)CC.CCN(CC)CC.CCN(CC)CC.CCN(CC)CC.CCN(CC)CC.CCN(CC)CC.CNC(C)=O
HOMO, hartree: -0.2919
Total charge: 0

***

<b>
Here is 9 unconnected molecules or ions with the total composition C51H127N9O from the OMol25 dataset. Energies are from ωB97M-V with the def2-TZVPD basis set.

Atoms and positions in Å:
C: 5.4760 -3.3404 -2.8585
C: 4.0987 -2.6674 -2.9081
N: 3.7913 -1.7961 -1.7754
C: 4.5465 -0.5500 -1.7664
C: 4.3493 0.3167 -3.0099
C: 3.8904 -2.4316 -0.4558
C: 3.1300 -3.7508 -0.3935
H: 6.2499 -2.6071 -2.6418
H: 5.6748 -3.8263 -3.8155
H: 5.5270 -4.1429 -2.1203
H: 4.0651 -2.0587 -3.8106
H: 3.2992 -3.4006 -3.0266
H: 4.2829 0.0989 -0.9247
H: 5.6141 -0.7581 -1.5818
H: 4.7722 1.3144 -2.8913
H: 4.8083 -0.1463 -3.8840
H: 3.2819 0.4302 -3.2076
H: 3.5256 -1.7215 0.2877
H: 4.9538 -2.6210 -0.2334
H: 2.0736 -3.6124 -0.6429
H: 3.1200 -4.1195 0.6328
H: 3.5534 -4.4884 -1.0695
C: 2.1485 -4.5934 5.7885
C: 2.9512 -3.2898 5.7031
N: 3.9590 -3.2162 4.6500
C: 5.0647 -4.1274 4.9199
C: 6.3381 -3.7568 4.1583
C: 3.4226 -3.3543 3.3007
C: 2.4979 -2.2077 2.9391
H: 1.7729 -4.9041 4.8153
H: 1.2763 -4.4855 6.4384
H: 2.7321 -5.3870 6.2599
H: 2.2443 -2.4587 5.6596
H: 3.4717 -3.1408 6.6523
H: 5.2714 -4.1493 5.9879
H: 4.7912 -5.1484 4.5977
H: 6.5932 -2.7115 4.3440
H: 7.1567 -4.4342 4.3926
H: 6.1888 -3.8123 3.0776
H: 2.9238 -4.3311 3.1692
H: 4.2665 -3.4312 2.6149
H: 3.0906 -1.2961 3.0444
H: 1.6700 -2.1012 3.6418
H: 2.0476 -2.3359 1.9561
C: -7.8769 -1.6759 -0.4274
C: -6.7959 -1.5892 -1.4799
N: -5.5083 -2.0496 -0.9860
C: -4.3954 -1.5654 -1.7796
C: -4.2523 -0.0483 -1.7768
C: -5.4502 -3.4997 -0.8451
C: -4.3355 -3.9245 0.1175
H: -7.6379 -1.0844 0.4544
H: -8.1515 -2.6956 -0.1450
H: -8.8508 -1.3245 -0.7903
H: -7.1032 -2.1758 -2.3669
H: -6.7040 -0.5621 -1.8298
H: -3.4342 -2.0296 -1.5471
H: -4.5289 -1.9269 -2.8241
H: -4.4700 0.3666 -0.7950
H: -3.2404 0.2115 -2.0930
H: -4.8696 0.4004 -2.5590
H: -5.2984 -3.9722 -1.8300
H: -6.3746 -3.8847 -0.4212
H: -3.3352 -4.0222 -0.3021
H: -4.5630 -4.9345 0.4848
H: -4.3438 -3.2905 1.0036
C: 6.5835 3.0370 -0.8342
C: 5.0960 3.1144 -0.4691
N: 4.3156 3.8621 -1.4701
C: 2.8991 3.4679 -1.4205
C: 2.1618 3.7185 -2.7334
C: 4.5174 5.3165 -1.3560
C: 3.9844 5.9937 -0.0883
H: 7.0152 2.2867 -0.1661
H: 7.0849 3.9955 -0.7508
H: 6.6771 2.6254 -1.8397
H: 4.7025 2.1027 -0.4012
H: 4.9809 3.5977 0.5110
H: 2.4052 3.9756 -0.5838
H: 2.8892 2.3863 -1.2809
H: 2.0113 4.7664 -2.9832
H: 1.2084 3.1890 -2.7216
H: 2.7521 3.2238 -3.5098
H: 5.5906 5.5123 -1.3849
H: 4.0887 5.7275 -2.2711
H: 2.9026 5.9431 0.0147
H: 4.4721 5.6336 0.8147
H: 4.2091 7.0590 -0.1978
C: -4.0200 5.8240 -4.8155
C: -3.6840 4.7145 -3.8071
N: -2.3588 4.8746 -3.2240
C: -2.2218 6.0596 -2.3875
C: -0.8464 6.1003 -1.7248
C: -1.9207 3.6203 -2.6088
C: -2.7606 3.1549 -1.3957
H: -5.0271 5.6553 -5.2071
H: -3.3726 5.7442 -5.6897
H: -3.9836 6.8020 -4.3442
H: -4.4399 4.7641 -3.0064
H: -3.7420 3.7700 -4.3441
H: -2.2586 6.9069 -3.0732
H: -3.0223 6.1167 -1.6353
H: -0.1098 5.8445 -2.4897
H: -0.5695 7.1003 -1.3896
H: -0.8072 5.3960 -0.8986
H: -0.8794 3.7011 -2.3126
H: -2.0017 2.8170 -3.3420
H: -3.6591 2.6261 -1.7131
H: -3.1078 3.9965 -0.7904
H: -2.1750 2.4677 -0.7833
C: -5.9408 -0.9668 2.9130
C: -4.6218 -0.9819 3.6994
N: -3.7975 0.2194 3.6670
C: -4.3502 1.3392 4.4243
C: -4.4267 1.0467 5.9123
C: -3.3520 0.6254 2.3569
C: -2.5037 -0.4117 1.6058
H: -5.7797 -0.7936 1.8492
H: -6.6203 -0.2134 3.3143
H: -6.3878 -1.9532 3.0466
H: -4.8342 -1.2065 4.7435
H: -3.9908 -1.7892 3.3165
H: -3.7057 2.2034 4.2642
H: -5.3548 1.5836 4.0426
H: -3.5260 0.6009 6.3344
H: -4.6667 1.9501 6.4812
H: -5.2460 0.3747 6.1886
H: -2.7829 1.5538 2.3929
H: -4.2094 0.8320 1.6885
H: -3.1310 -1.1631 1.1204
H: -1.8905 -1.0072 2.2932
H: -1.8405 0.0748 0.8937
C: -0.7972 -4.5469 -1.3832
C: -1.4606 -5.4753 -2.4019
N: -1.4588 -5.0051 -3.7849
C: -2.3422 -3.8522 -3.9492
C: -2.8845 -3.7269 -5.3589
C: -0.1241 -4.7185 -4.3146
C: 0.8253 -5.8988 -4.1869
H: -0.9168 -4.9689 -0.3811
H: -1.2264 -3.5446 -1.3500
H: 0.2755 -4.4999 -1.5785
H: -0.9515 -6.4444 -2.4071
H: -2.4781 -5.7299 -2.0970
H: -3.2035 -3.9444 -3.2816
H: -1.8695 -2.9020 -3.6499
H: -3.4551 -4.6061 -5.6610
H: -3.5391 -2.8569 -5.4563
H: -2.1022 -3.5962 -6.1105
H: 0.3185 -3.8223 -3.8507
H: -0.2771 -4.4828 -5.3677
H: 1.7093 -5.6907 -4.7964
H: 0.3904 -6.8117 -4.5943
H: 1.1571 -6.0769 -3.1652
C: 2.6295 3.5054 4.0461
C: 1.1921 4.0299 4.1783
N: 0.2651 3.5022 3.1838
C: 0.6198 3.8632 1.8222
C: 0.6393 5.3595 1.5915
C: -0.0082 2.0879 3.3020
C: -0.5626 1.6764 4.6534
H: 2.6470 2.4369 3.8177
H: 3.2101 3.6094 4.9658
H: 3.2087 4.0021 3.2647
H: 0.8256 3.8380 5.1854
H: 1.1997 5.1153 4.0820
H: -0.0611 3.3501 1.1342
H: 1.5959 3.4462 1.5091
H: -0.2053 5.8683 2.0607
H: 0.6417 5.6314 0.5385
H: 1.5369 5.8231 2.0091
H: -0.6446 1.7844 2.4670
H: 0.8747 1.4482 3.0910
H: 0.1462 1.7357 5.4842
H: -1.3229 2.3996 4.9677
H: -0.9859 0.6733 4.6584
C: 0.5672 -0.8182 -3.1626
C: 0.2967 -0.2079 -1.8126
O: -0.7960 0.2742 -1.5457
N: 1.3272 -0.2052 -0.9287
C: 1.1651 0.3932 0.3713
H: 1.5797 -1.1963 -3.3128
H: 0.3990 -0.0699 -3.9388
H: -0.1128 -1.6491 -3.3499
H: 2.0860 -0.8504 -1.1330
H: 1.1054 -0.3388 1.1843
H: 0.2564 0.9826 0.4185
H: 2.0312 1.0204 0.6041

Orbital gap, eV: 8.473
E_LUMO, eV: 0.57
Structure (SMILES): CCN(CC)CC.CCN(CC)CC.CCN(CC)CC.CCN(CC)CC.CCN(CC)CC.CCN(CC)CC.CCN(CC)CC.CCN(CC)CC.CNC(C)=O
HOMO, hartree: -0.2903
Total charge: 0

***

Relative energies in kJ/mol: <a> 0.0; <b> 39.1